ORCA calculation (ωB97M-V with the def2-TZVPD basis set) on a structure of composition C2H4F3NO4SSn.

```
! wB97M-V def2-TZVPD RIJCOSX def2/J DEFGRID3
* xyz 0 1
O -1.90056 0.00542 -0.36695
C -2.59382 -0.91931 0.42910
Sn -0.71885 -0.24803 -1.71022
H -2.02071 -1.20133 1.32820
H -3.54581 -0.48864 0.77761
H -2.79213 -1.84462 -0.13540
O -0.23609 1.76503 -0.49891
H -1.28421 1.13227 0.08160
N 0.64416 1.10630 -1.40820
S 2.06707 0.79797 -0.74681
O 2.80569 -0.05679 -1.68129
O 2.71722 1.97390 -0.16670
C 1.77828 -0.29554 0.75841
F 2.89086 -0.92924 1.09201
F 0.83860 -1.20131 0.45315
F 1.35030 0.40393 1.79442
*
```

**Electronic energy**: -36632.5686 eV

For each atom in turn, the natural (NBO) charge in e is:
1 O -0.957
2 C -0.261
3 Sn 1.456
4 H 0.192
5 H 0.200
6 H 0.191
7 O -0.715
8 H 0.545
9 N -0.827
10 S 2.174
11 O -0.911
12 O -0.880
13 C 0.726
14 F -0.292
15 F -0.343
16 F -0.299

***

ORCA calculation (ωB97M-V with the def2-TZVPD basis set) on a structure of composition C2H4F6O8S2Sn.

```
! wB97M-V def2-TZVPD RIJCOSX def2/J DEFGRID3
* xyz 0 1
Sn -1.68338 -2.02853 -0.66666
C -3.58055 1.68051 1.56702
F -4.49069 1.64118 0.57331
F -3.85164 2.64961 2.42418
F -3.63981 0.51253 2.21860
S -1.91443 1.95571 0.77494
O -1.77199 0.80583 -0.12941
O -2.09029 3.25784 0.18818
O -0.96030 1.97655 1.86382
C 3.27635 -0.43545 0.00340
F 2.77275 -0.37885 -1.23879
F 4.29267 -1.30784 0.01497
F 3.82229 0.73526 0.31066
S 1.96248 -0.96412 1.26216
O 0.97394 -1.68690 0.43666
O 2.63861 -1.73507 2.27686
O 1.44945 0.28449 1.84288
O -0.11820 -0.17378 -2.21419
H 0.05283 0.61208 -1.66571
H -0.66561 0.14856 -2.94239
O 0.88569 -2.77965 -2.23684
H 1.81528 -2.95766 -2.41272
H 0.82456 -1.81229 -2.25093
*
```

**Electronic energy**: -62322.0744 eV

For each atom in turn, the natural (NBO) charge in e is:
1 Sn 1.739
2 C 0.696
3 F -0.335
4 F -0.296
5 F -0.336
6 S 2.328
7 O -1.112
8 O -0.938
9 O -0.919
10 C 0.716
11 F -0.342
12 F -0.320
13 F -0.300
14 S 2.294
15 O -1.089
16 O -0.925
17 O -0.933
18 O -0.985
19 H 0.542
20 H 0.501
21 O -0.991
22 H 0.505
23 H 0.498

***

ORCA calculation (ωB97M-V with the def2-TZVPD basis set) on an isolated molecule of C2H4FI.

```
! wB97M-V def2-TZVPD RIJCOSX def2/J DEFGRID3
* xyz 0 1
C -0.10416 -0.12372 -0.34828
C 1.10270 0.80588 0.33771
F 1.03174 2.04599 -0.13632
I 3.02492 -0.16010 -0.02762
H 0.00496 -0.13910 -1.41322
H -0.20951 -1.23115 -0.05458
H -0.99295 0.28293 -0.05119
H 0.88878 0.69536 1.44196
*
```

**SMILES string**: C[C@H](F)I
**Electronic energy**: -12956.1486 eV

For each atom in turn, the natural (NBO) charge in e is:
1 C -0.647
2 C 0.119
3 F -0.335
4 I 0.034
5 H 0.216
6 H 0.225
7 H 0.206
8 H 0.182

***

ORCA calculation (ωB97M-V with the def2-TZVPD basis set) on the ion C2H4FN2O with charge +1.

```
! wB97M-V def2-TZVPD RIJCOSX def2/J DEFGRID3
* xyz 1 1
F 1.94883 -1.03943 0.39639
C 1.72915 0.24761 -0.10589
O 0.40068 0.53834 0.13855
N -0.60006 0.19004 -0.72429
C -1.81412 0.14325 -0.13784
N -1.61694 -1.08594 -0.12254
H 2.07162 0.12130 -1.25338
H 2.38337 0.97548 0.47851
H -2.49680 0.87604 0.02416
H -1.90286 -1.98172 -0.05860
*
```

**SMILES string**: FCON1C=[NH+]1
**Electronic energy**: -9870.0793 eV

For each atom in turn, the natural (NBO) charge in e is:
1 F -0.341
2 C 0.276
3 O -0.291
4 N 0.168
5 C 0.367
6 N -0.324
7 H 0.209
8 H 0.230
9 H 0.243
10 H 0.462

***

ORCA calculation (ωB97M-V with the def2-TZVPD basis set) on an isolated molecule of C2H4FN3.

```
! wB97M-V def2-TZVPD RIJCOSX def2/J DEFGRID3
* xyz 0 1
C 1.09995 -0.11091 0.60571
C -0.36426 -0.54968 0.51463
N 1.60714 0.61935 -0.24387
N -0.91436 0.56670 -0.31886
N -0.14211 1.03673 -1.26902
F -0.20192 0.08376 -2.34746
H 1.57322 -0.62495 1.47025
H -0.17164 -1.47888 -0.10001
H -0.90526 -0.67479 1.53707
H -1.58076 1.13267 0.15158
*
```

**Electronic energy**: -9320.9331 eV

For each atom in turn, the natural (NBO) charge in e is:
1 C -0.025
2 C -0.303
3 N -0.240
4 N -0.448
5 N 0.210
6 F -0.292
7 H 0.223
8 H 0.242
9 H 0.234
10 H 0.399

***

ORCA calculation (ωB97M-V with the def2-TZVPD basis set) on a cluster of 2 separate species, C2H4FN3 in total.

```
! wB97M-V def2-TZVPD RIJCOSX def2/J DEFGRID3
* xyz 0 1
C 0.49280 -0.33969 0.11579
C -0.64097 -0.95969 0.50771
N -1.61209 -0.43065 -0.36476
N -1.03514 0.51817 -1.08754
N 0.22021 0.60278 -0.81862
H 1.50989 -0.45930 0.49378
H -0.71338 -1.74028 1.21123
H -2.51118 -0.81179 -0.67001
F 2.40046 1.44165 0.48887
H 1.88939 2.17878 0.12356
*
```

**SMILES string**: c1c[nH]nn1.F
**Electronic energy**: -9325.2168 eV

For each atom in turn, the natural (NBO) charge in e is:
1 C -0.111
2 C -0.120
3 N -0.350
4 N -0.049
5 N -0.269
6 H 0.241
7 H 0.228
8 H 0.425
9 F -0.573
10 H 0.578

***

ORCA calculation (ωB97M-V with the def2-TZVPD basis set) on a cluster of 2 separate species, C2H4FNO in total.

```
! wB97M-V def2-TZVPD RIJCOSX def2/J DEFGRID3
* xyz 0 1
C -0.00834 -0.44451 -0.87559
C -0.38715 1.33818 0.52740
N 0.43156 -1.46193 -0.18223
O -0.30930 -0.24741 -2.00643
F 0.53593 1.07939 1.50297
H -0.12979 2.22601 -0.02339
H -1.38495 1.22584 0.92030
H 0.64607 -1.37369 0.79395
H 0.60597 -2.34189 -0.65698
*
```

**Electronic energy**: -8391.6975 eV

For each atom in turn, the natural (NBO) charge in e is:
1 C 0.708
2 C -0.061
3 N -0.842
4 O -0.570
5 F -0.383
6 H 0.164
7 H 0.157
8 H 0.424
9 H 0.403

***

ORCA calculation (ωB97M-V with the def2-TZVPD basis set) on a cluster of 2 separate species, C2H4FNO2 in total.

```
! wB97M-V def2-TZVPD RIJCOSX def2/J DEFGRID3
* xyz 0 1
C 1.25914 -0.76225 -1.26141
C 0.42005 0.15407 0.71013
N -1.11633 0.24248 0.32981
O 2.38030 -1.04437 -1.02343
O 0.23583 -0.73587 -1.86199
F 0.60831 1.60333 0.62645
H 0.43862 -0.23205 1.75993
H -1.16834 0.99098 -0.39776
H -1.32734 -0.70040 0.01336
H -1.73024 0.48408 1.10490
*
```

**Electronic energy**: -10439.2769 eV

For each atom in turn, the natural (NBO) charge in e is:
1 C 1.007
2 C -0.039
3 N -0.753
4 O -0.554
5 O -0.640
6 F -0.432
7 H 0.128
8 H 0.451
9 H 0.434
10 H 0.400

***

ORCA calculation (ωB97M-V with the def2-TZVPD basis set) on a structure of composition C2H4FNS.

```
! wB97M-V def2-TZVPD RIJCOSX def2/J DEFGRID3
* xyz 0 1
C -0.22774 0.65483 -0.39674
C -0.94573 -0.58604 0.00361
H 2.95250 0.49478 1.02632
H -1.17761 1.53159 0.05523
H -0.27145 -1.52881 -0.38137
H -1.15147 -0.61552 1.35680
N 1.00099 0.90977 -0.50418
F -2.21775 -0.32674 -0.65656
S 2.03826 -0.53386 -0.50310
*
```

**Electronic energy**: -17175.0973 eV

For each atom in turn, the natural (NBO) charge in e is:
1 C 0.094
2 C -0.057
3 H 0.155
4 H 0.184
5 H 0.219
6 H 0.213
7 N -0.534
8 F -0.379
9 S 0.104

***

ORCA calculation (ωB97M-V with the def2-TZVPD basis set) on a structure of composition C2H4FO3S2.

```
! wB97M-V def2-TZVPD RIJCOSX def2/J DEFGRID3
* xyz -1 1
C 0.80087 0.34939 0.41883
C -1.66513 -0.15646 -1.40407
O 0.48515 -1.55320 -1.76198
O -0.87052 -2.03946 0.24556
O -1.82907 -2.52752 -1.93882
F -2.98938 -0.05434 -1.35120
S -0.70486 1.19053 0.25538
S -0.86340 -1.79615 -1.18137
H 0.83842 -0.41894 -0.29503
H 0.91746 -0.09111 1.42777
H 1.67500 1.13008 0.47887
H -1.30695 0.18728 -2.31055
*
```

**Electronic energy**: -32669.1646 eV

For each atom in turn, the natural (NBO) charge in e is:
1 C -0.796
2 C 0.007
3 O -1.002
4 O -1.000
5 O -0.994
6 F -0.340
7 S -0.041
8 S 2.354
9 H 0.277
10 H 0.201
11 H 0.184
12 H 0.149

***

ORCA calculation (ωB97M-V with the def2-TZVPD basis set) on a cluster of 2 separate species, C2H4FOP in total.

```
! wB97M-V def2-TZVPD RIJCOSX def2/J DEFGRID3
* xyz 0 3
C 0.27406 0.08551 -2.46416
C -0.71991 -0.73133 -1.72962
O 0.98641 0.14790 -3.40905
F -1.47164 1.68135 -2.27320
P -0.43271 1.10160 -1.06013
H -0.59584 -1.40779 -0.86506
H -2.56575 0.59266 2.43657
H -1.75771 -1.04010 -2.12518
H -1.87734 0.31039 2.44574
*
```

**Electronic energy**: -16187.3719 eV

For each atom in turn, the natural (NBO) charge in e is:
1 C 0.151
2 C -0.700
3 O -0.330
4 F -0.600
5 P 1.005
6 H 0.236
7 H 0.006
8 H 0.239
9 H -0.006

***

ORCA calculation (ωB97M-V with the def2-TZVPD basis set) on a structure of composition C2H4I2.

```
! wB97M-V def2-TZVPD RIJCOSX def2/J DEFGRID3
* xyz 0 1
C -0.16259 -0.61667 0.52900
C 0.12186 0.55256 -0.34827
I -0.11633 -0.00891 -2.32926
I 1.91147 1.62436 0.00980
H -1.07137 -1.10503 0.10686
H 0.63430 -1.29605 0.44544
H -0.21407 -0.43563 1.55228
H -1.10328 1.28536 0.03415
*
```

**Electronic energy**: -18338.2591 eV

For each atom in turn, the natural (NBO) charge in e is:
1 C -0.684
2 C -0.595
3 I 0.190
4 I 0.192
5 H 0.226
6 H 0.204
7 H 0.224
8 H 0.243